## 1
Below is an isolated ion of composition C3H7N4 and charge +1, with properties calculated with ωB97M-V/def2-TZVPD.

Properties
- Molar mass: 99.1 g mol⁻¹
- LUMO: -5.0 eV
- Net charge: +1
- E_HOMO: -0.4796 Eh
- Gap between HOMO and LUMO: 0.29669 hartree
- 2S+1: 1

XYZ file:
```
14
C3H7N4 | OMol25 | ωB97M-V/def2-TZVPD
C 0.00 1.42 0.18
C 1.42 -0.46 -0.01
C -2.46 -0.75 0.17
N -0.85 0.67 -0.38
N 1.21 0.88 0.23
N -1.87 0.13 -0.63
N 2.63 -0.76 -0.33
H -0.20 2.39 0.63
H -3.49 -0.38 0.41
H -2.74 -1.56 -0.56
H -1.84 -1.21 1.06
H 2.02 1.50 0.32
H 3.27 -0.11 -0.74
H 2.90 -1.75 -0.35
```

***

## 2
Below is an isolated ion of composition C3H7N4 and charge +1, with properties calculated with ωB97M-V/def2-TZVPD.

Properties
- Molar mass: 99.1 g mol⁻¹
- LUMO: -4.5 eV
- Net charge: +1
- E_HOMO: -0.5218 Eh
- Gap between HOMO and LUMO: 0.35733 hartree
- 2S+1: 1

XYZ file:
```
14
C3H7N4 | OMol25 | ωB97M-V/def2-TZVPD
C -1.36 1.15 0.01
C 1.97 -0.62 0.11
C 0.67 -1.11 -0.12
N 2.02 0.85 -0.12
N 1.01 1.42 -0.21
N -0.15 0.74 0.01
N -2.39 0.33 0.03
H -1.63 2.14 -0.22
H 2.19 -0.65 1.17
H 2.77 -1.27 -0.36
H 0.37 -1.19 -1.09
H 0.09 -1.75 0.62
H -3.25 0.69 -0.18
H -2.30 -0.72 0.36
```

***

Short version: 2 is the most stable of them.